# 1
ORCA calculation (ωB97M-V with the def2-TZVPD basis set) on a 2-piece molecular cluster, CH4N2O3 overall at a distorted geometry.

Bonds (Å) are listed after each position.
Positions of all 10 atoms, in Å:
1 N 1.471 2.040 -0.516  C2 1.148
2 C 1.955 1.029 -0.266  N1 1.148, O3 1.274
3 O 2.365 -0.175 -0.191  C2 1.274, O4 1.518
4 O 1.441 -1.154 0.511  O3 1.518, O5 1.365
5 O 0.486 -1.538 -0.385  O4 1.365, H6 1.088
6 H -0.480 -1.115 -0.116  O5 1.088
7 N -1.652 0.008 0.114  H8 1.077, H9 1.044, H10 1.008
8 H -1.665 0.123 1.185  N7 1.077
9 H -2.650 -0.116 -0.164  N7 1.044
10 H -1.272 0.897 -0.172  N7 1.008

The value obtained for the total energy is -10218.2247 eV. The value obtained for the maximum force is 2.90 eV/A. The value obtained for the HOMO-LUMO gap is 10.62 eV.

# 2
ORCA calculation (ωB97M-V with the def2-TZVPD basis set) on a single C22H31N3O6S molecule.

Bonds (Å) are listed after each position.
Positions of all 63 atoms, in Å:
1 C 7.061 1.220 -1.396  C2 1.522, H33 1.087, H34 1.087, H35 1.086
2 C 6.711 -0.159 -0.854  C1 1.522, O3 1.427, H36 1.095, H37 1.092
3 O 5.300 -0.351 -0.771  C2 1.427, C4 1.352
4 C 4.698 0.183 0.316  O3 1.352, O5 1.209, N6 1.353
5 O 5.279 0.739 1.218  C4 1.209
6 N 3.357 0.012 0.262  C4 1.353, C7 1.445, C32 1.450
7 C 2.533 0.386 1.388  N6 1.445, C8 1.526, H38 1.092, H39 1.094
8 C 1.720 -0.816 1.858  C7 1.526, N9 1.455, H40 1.094, H41 1.098
9 N 0.912 -1.321 0.758  C8 1.455, C10 1.347, C31 1.453
10 C -0.063 -2.244 0.875  N9 1.347, O11 1.222, C12 1.525
11 O -0.759 -2.568 -0.076  C10 1.222
12 C -0.256 -2.915 2.230  C10 1.525, C13 1.515, H42 1.094, H43 1.086
13 C -1.718 -2.870 2.623  C12 1.515, S14 1.829, H44 1.086, H45 1.087
14 S -2.143 -1.148 3.066  C13 1.829, O15 1.444, O16 1.439, C17 1.790
15 O -1.045 -0.608 3.833  S14 1.444
16 O -3.446 -1.153 3.678  S14 1.439
17 C -2.215 -0.267 1.510  S14 1.790, C18 1.380, C22 1.386
18 C -1.357 0.795 1.306  C17 1.380, C19 1.387, H46 1.078
19 C -1.298 1.426 0.072  C18 1.387, C20 1.385, H47 1.077
20 C -2.112 0.942 -0.939  C19 1.385, C21 1.398, N26 1.398
21 C -3.020 -0.095 -0.705  C20 1.398, C22 1.375, C23 1.497
22 C -3.080 -0.710 0.522  C17 1.386, C21 1.375, H48 1.078
23 C -3.774 -0.387 -1.965  C21 1.497, C24 1.542, H49 1.089, H50 1.092
24 C -3.404 0.802 -2.874  C23 1.542, C25 1.528, N26 1.468, H51 1.093
25 C -4.523 1.842 -2.899  C24 1.528, H52 1.087, H53 1.088, H54 1.087
26 N -2.195 1.371 -2.267  C20 1.398, C24 1.468, C27 1.366
27 C -1.190 2.054 -2.891  N26 1.366, O28 1.215, C29 1.516
28 O -0.144 2.297 -2.322  C27 1.215
29 C -1.428 2.538 -4.308  C27 1.516, C30 1.531, H55 1.087, H56 1.092
30 C -1.601 4.059 -4.283  C29 1.531, H57 1.087, H58 1.088, H59 1.087
31 C 1.217 -0.792 -0.560  N9 1.453, C32 1.523, H60 1.094, H61 1.092
32 C 2.723 -0.766 -0.784  N6 1.450, C31 1.523, H62 1.097, H63 1.094
33 H 6.590 1.375 -2.363  C1 1.087
34 H 6.713 1.983 -0.705  C1 1.087
35 H 8.138 1.306 -1.505  C1 1.086
36 H 7.148 -0.293 0.141  C2 1.095
37 H 7.061 -0.947 -1.524  C2 1.092
38 H 3.201 0.726 2.183  C7 1.092
39 H 1.869 1.211 1.111  C7 1.094
40 H 1.078 -0.513 2.691  C8 1.094
41 H 2.411 -1.596 2.203  C8 1.098
42 H 0.062 -3.955 2.113  C12 1.094
43 H 0.331 -2.453 3.020  C12 1.086
44 H -2.365 -3.165 1.801  C13 1.086
45 H -1.932 -3.466 3.506  C13 1.087
46 H -0.736 1.117 2.127  C18 1.078
47 H -0.633 2.255 -0.100  C19 1.077
48 H -3.769 -1.516 0.720  C22 1.078
49 H -4.849 -0.449 -1.803  C23 1.089
50 H -3.435 -1.337 -2.384  C23 1.092
51 H -3.185 0.459 -3.889  C24 1.093
52 H -5.422 1.411 -3.332  C25 1.087
53 H -4.743 2.169 -1.885  C25 1.088
54 H -4.239 2.710 -3.488  C25 1.087
55 H -2.287 2.071 -4.783  C29 1.087
56 H -0.532 2.298 -4.885  C29 1.092
57 H -0.734 4.520 -3.816  C30 1.087
58 H -2.485 4.340 -3.714  C30 1.088
59 H -1.701 4.444 -5.295  C30 1.087
60 H 0.800 0.212 -0.682  C31 1.094
61 H 0.737 -1.448 -1.288  C31 1.092
62 H 3.125 -1.787 -0.782  C32 1.097
63 H 2.944 -0.319 -1.758  C32 1.094

The value obtained for the total energy is -50909.4425 eV. The value obtained for the maximum force is 0.86 eV/A. The value obtained for the HOMO-LUMO gap is 9.16 eV.